[1]
99
Properties=species:S:1:pos:R:3:forces:R:3:lowdin_charge:R:1 method="wB97M-V/def2-TZVPD" lumo_energy_ev=2.564 spin_multiplicity=1 orbital_gap_ev=6.544 total_charge=-1
In -0.47775 -0.34767 -0.74500 -0.13 0.09 0.21 0.621
C -0.57210 -3.07096 1.87629 -0.10 0.19 -0.10 -0.081
N -1.44769 -1.94798 1.56972 0.09 -0.16 0.02 -0.225
C -2.83044 -2.37175 1.35154 0.16 0.13 -0.08 -0.067
C -1.41910 -0.88176 2.51532 -0.13 -0.02 -0.09 -0.230
C -1.09808 -1.09064 3.84853 -0.04 0.01 -0.04 -0.045
C -1.15127 -0.05373 4.77166 -0.09 0.15 -0.05 -0.102
C -1.54153 1.20313 4.33973 -0.25 -0.14 0.08 -0.125
C -1.84823 1.42216 3.00343 -0.28 -0.28 -0.14 -0.067
C -1.79015 0.39677 2.04607 -0.12 0.37 -0.12 -0.240
N -1.98228 0.61064 0.66790 0.10 0.03 0.25 0.006
C -2.88581 1.55790 0.23261 0.14 -0.29 0.20 -0.229
C -4.05232 1.93696 0.94227 0.07 0.03 -0.08 -0.039
C -4.92495 2.89869 0.46210 0.11 -0.05 0.00 -0.110
C -4.69504 3.52828 -0.75836 -0.05 -0.02 0.08 -0.119
C -3.59270 3.13016 -1.49659 0.00 -0.08 -0.04 -0.052
C -2.71994 2.15442 -1.03430 0.03 -0.08 -0.03 -0.212
N -1.61677 1.70877 -1.85360 0.02 -0.01 -0.25 -0.249
C -2.07159 1.22503 -3.16956 0.16 0.05 0.14 -0.077
C -0.57967 2.74931 -1.98625 -0.12 -0.15 0.01 -0.066
H -0.94874 -3.69727 2.69809 -0.01 -0.04 0.03 0.083
H -0.47520 -3.69909 0.98883 -0.04 -0.01 -0.02 0.077
H 0.41376 -2.68972 2.14219 -0.03 0.00 -0.05 0.070
H -3.26806 -2.78024 2.27227 -0.04 -0.04 0.05 0.091
H -3.42552 -1.51913 1.02226 0.05 0.00 0.01 0.086
H -2.86843 -3.13535 0.58058 0.04 -0.11 -0.15 0.061
H -0.80729 -2.08075 4.18197 -0.02 0.05 -0.05 0.101
H -0.90036 -0.23217 5.80927 0.03 0.00 0.01 0.093
H -1.57304 2.03345 5.03745 0.00 -0.02 -0.05 0.101
H -2.08762 2.42303 2.67360 -0.04 0.08 -0.03 0.114
H -4.26760 1.44552 1.88092 0.04 0.02 0.07 0.106
H -5.80005 3.15910 1.04858 0.03 -0.03 -0.01 0.093
H -5.36530 4.29365 -1.13211 0.03 -0.05 0.03 0.087
H -3.40944 3.58577 -2.46449 0.03 -0.04 0.02 0.107
H -2.36345 2.04083 -3.84069 0.01 0.05 -0.02 0.091
H -1.26941 0.65309 -3.65048 -0.07 0.09 0.06 0.062
H -2.92660 0.56490 -3.03462 0.03 0.06 0.05 0.075
H -1.02316 3.72807 -2.18276 -0.09 0.10 -0.04 0.091
H 0.02056 2.80618 -1.08012 -0.01 0.01 0.14 0.077
H 0.07942 2.49684 -2.80856 -0.09 0.02 0.11 0.027
C 3.36397 -1.75999 -1.76252 -0.31 0.15 -0.19 -0.177
Si 1.34786 -0.17111 -2.74487 0.01 -0.18 0.02 0.470
C 1.66826 1.28896 -3.91289 0.01 0.25 -0.03 -0.206
C 0.71096 -1.50144 -3.97039 -0.04 -0.06 -0.13 -0.277
C 1.49817 -1.70565 -5.11806 -0.07 -0.05 -0.05 -0.108
C 1.10557 -2.56009 -6.13685 -0.04 0.01 0.08 -0.103
C -0.11312 -3.22980 -6.03648 0.04 0.04 0.05 -0.105
C -0.88773 -3.06489 -4.89885 0.01 0.03 -0.01 -0.123
C -0.48908 -2.22746 -3.84118 0.11 0.03 -0.10 -0.318
Si -1.52747 -2.28987 -2.24213 -0.11 -0.03 -0.04 0.519
C -3.33408 -2.07709 -2.84030 -0.16 0.10 0.11 -0.241
C -1.42101 -4.15869 -1.86638 0.13 -0.02 0.28 -0.238
H 3.70809 -2.54813 -2.44587 -0.08 0.08 0.02 0.081
H 2.56590 -2.18449 -1.13325 0.06 0.11 -0.08 0.070
H 4.18842 -1.48371 -1.10489 0.00 0.07 -0.03 0.057
H 2.43909 0.99390 -4.63359 -0.08 0.01 0.08 0.023
H 2.03539 2.17100 -3.36932 -0.04 -0.21 -0.14 0.031
H 0.76553 1.57238 -4.47399 0.25 -0.07 0.07 0.026
H 2.44531 -1.17668 -5.20929 -0.10 -0.08 0.01 0.093
H 1.74023 -2.70122 -7.00664 -0.05 0.01 0.03 0.092
H -0.44566 -3.88673 -6.83515 0.02 0.05 0.05 0.092
H -1.83147 -3.60665 -4.82586 0.13 0.05 -0.01 0.092
H -3.79090 -3.05666 -3.03579 0.06 0.14 0.00 0.020
H -3.36442 -1.49680 -3.77104 -0.02 -0.12 0.15 0.016
H -3.96073 -1.56081 -2.10004 0.10 -0.10 -0.13 0.016
H -1.70811 -4.71667 -2.76542 0.03 0.07 0.07 0.015
H -2.08693 -4.47197 -1.05626 0.04 0.03 -0.03 0.004
H -0.40033 -4.46087 -1.59907 -0.14 0.05 -0.04 0.023
C 2.58408 -1.20538 4.00525 -0.10 -0.04 -0.02 -0.026
C 3.49654 -0.76229 2.86457 -0.13 -0.25 -0.10 -0.664
C 4.86993 -0.38387 3.40363 0.06 0.12 -0.02 -0.042
C 3.63843 -1.90546 1.84889 -0.06 0.18 -0.05 -0.060
O 2.92655 0.42029 2.30419 0.28 0.09 0.07 -0.304
P 2.25732 0.56291 0.77526 -0.09 0.01 0.19 0.768
O 2.94310 -0.62437 -2.49456 0.34 -0.30 0.26 -0.343
O 0.91146 -0.22485 0.95952 -0.10 -0.03 -0.37 -0.502
O 1.87060 2.17035 0.91309 0.13 -0.05 0.07 -0.303
C 1.76232 3.09175 2.01705 -0.06 0.01 0.10 -0.633
C 1.12837 2.47280 3.26327 0.25 -0.10 -0.16 -0.033
C 3.14463 3.65903 2.33442 0.04 -0.11 -0.16 -0.038
C 0.85772 4.20434 1.50205 -0.11 0.02 -0.12 -0.043
H 2.96982 -2.11540 4.48037 -0.05 0.09 -0.03 0.085
H 1.58024 -1.39366 3.61376 0.13 0.03 0.08 0.060
H 2.51009 -0.41597 4.75984 -0.02 -0.07 -0.08 0.084
H 5.37121 -1.25208 3.84439 -0.05 0.08 -0.01 0.082
H 4.76981 0.39520 4.16570 0.03 -0.06 -0.06 0.082
H 5.48547 0.00660 2.58947 0.01 -0.03 0.05 0.085
H 4.00275 -2.80427 2.35397 -0.01 0.05 -0.01 0.086
H 4.34413 -1.63733 1.05654 -0.09 -0.03 0.12 0.067
H 2.67096 -2.12419 1.38591 0.12 -0.02 0.06 0.058
H 1.85899 1.90956 3.84138 -0.02 0.03 0.00 0.075
H 0.33584 1.78809 2.97072 0.29 0.16 0.01 0.055
H 0.70314 3.26128 3.89470 0.00 -0.06 -0.06 0.091
H 3.82476 2.84409 2.58747 -0.03 0.04 0.03 0.071
H 3.08137 4.35028 3.18035 0.01 -0.02 -0.04 0.082
H 3.54320 4.19401 1.46581 -0.02 -0.05 0.09 0.083
H -0.14295 3.80976 1.29161 0.11 0.05 0.02 0.081
H 1.26894 4.62889 0.58065 -0.06 -0.04 0.07 0.084
H 0.77238 4.99665 2.25136 -0.01 -0.01 -0.06 0.082

---

[2]
102
Properties=species:S:1:pos:R:3:forces:R:3:mulliken_spin:R:1 method="wB97M-V/def2-TZVPD" lumo_energy_ev="0.058 / -2.076" s_squared=6.020 spin_multiplicity=5 orbital_gap_ev="6.909 / 5.881" relative_energy_kj_mol=0.00
Ir -0.39516 1.03932 -0.16347 -0.13 0.12 1.37 2.330
C 1.38053 -0.18525 -2.58940 -0.04 -0.10 0.00 0.130
Si 2.49486 0.01505 -1.05576 0.12 0.26 -0.24 -0.038
C 4.23363 0.31778 -1.72640 0.19 0.12 0.20 0.016
C 2.65386 -1.59582 -0.10401 -0.13 -0.13 0.09 -0.016
C 1.87504 1.42288 0.01800 -0.95 -0.56 -0.62 0.209
Si 2.32742 1.34417 1.82627 0.14 0.06 0.03 0.028
C 4.19496 1.23187 2.04662 0.14 -0.03 -0.08 0.007
C 1.62522 -0.20444 2.65406 -0.13 -0.06 0.08 0.038
C 1.79478 2.91540 2.72638 0.07 0.12 0.01 0.013
Si 2.17732 3.07376 -0.74275 -0.19 -0.07 -0.02 0.046
C 2.10667 3.13885 -2.62316 0.08 -0.19 -0.13 -0.001
C 3.73198 3.96552 -0.20445 0.13 0.03 0.14 0.002
C 0.63904 4.11241 -0.38165 0.14 0.22 0.03 0.003
C 0.61093 5.45543 -0.02202 -0.06 -0.02 -0.01 0.000
C -0.56586 6.17997 -0.15907 0.06 -0.02 -0.04 0.001
C -1.66281 5.55245 -0.72797 0.03 0.04 0.03 0.001
C -1.57505 4.20163 -1.02734 0.01 0.03 -0.03 0.002
N -0.47361 3.48165 -0.80621 -0.14 0.18 -0.02 0.151
H 1.03191 -1.21591 -2.70597 0.04 0.31 0.12 -0.001
H 1.89224 0.11688 -3.51057 0.03 -0.07 0.10 0.005
H 0.47891 0.43421 -2.52035 0.02 0.01 -0.03 -0.049
H 4.57088 -0.52527 -2.34039 -0.06 0.05 0.05 0.003
H 4.94626 0.43304 -0.89809 -0.07 -0.03 -0.14 0.000
H 4.29486 1.22002 -2.34008 0.04 -0.08 0.04 -0.002
H 3.22854 -2.32393 -0.68912 -0.02 0.10 0.02 0.001
H 1.67658 -2.02732 0.13883 0.27 0.09 0.04 0.018
H 3.19010 -1.43083 0.83730 -0.02 -0.07 -0.18 -0.002
H 4.58489 0.28521 1.65244 -0.01 0.12 0.07 -0.001
H 4.45126 1.28413 3.11155 -0.01 -0.02 -0.10 0.001
H 4.71571 2.04796 1.53398 -0.04 -0.12 0.11 -0.001
H 2.41277 -0.93823 2.85647 -0.07 0.10 -0.03 0.002
H 0.87842 -0.67951 2.00718 0.14 0.00 0.11 -0.011
H 1.13599 0.03631 3.60282 0.06 -0.02 -0.06 0.005
H 2.58570 3.67521 2.69619 -0.08 -0.13 0.04 0.002
H 1.57127 2.70579 3.77768 0.03 0.02 -0.08 0.003
H 0.90042 3.34974 2.27558 0.03 0.02 0.08 -0.006
H 2.89089 2.54811 -3.10376 -0.08 0.08 0.00 0.001
H 2.21865 4.17480 -2.96146 -0.03 -0.06 0.08 0.000
H 1.13947 2.77106 -2.98049 0.10 0.05 0.03 -0.002
H 4.60368 3.33322 -0.41236 -0.09 0.11 0.01 0.001
H 3.73517 4.19323 0.86693 0.04 -0.02 -0.16 0.000
H 3.86295 4.90249 -0.75625 -0.04 -0.08 0.04 0.000
H 1.51695 5.92346 0.34812 -0.07 0.00 -0.03 0.001
H -0.61355 7.22375 0.12979 -0.01 -0.05 -0.01 0.000
H -2.57660 6.09469 -0.93451 0.00 -0.04 0.03 0.002
H -2.40951 3.68018 -1.47845 0.00 -0.07 0.12 -0.003
S -2.90032 1.25782 -0.36572 0.52 -0.02 -0.57 0.306
C -3.12374 2.46508 0.84987 -0.06 0.02 0.06 0.092
C -4.15655 3.40487 0.74174 -0.03 -0.04 -0.08 -0.008
C -4.25576 4.46126 1.62448 -0.07 0.13 0.03 0.024
C -5.30035 5.43767 1.44345 0.02 -0.02 0.00 -0.002
N -6.14389 6.20193 1.27759 0.13 -0.10 0.01 0.010
C -3.31592 4.59398 2.66815 -0.05 0.15 0.03 0.010
C -2.35194 3.61951 2.84230 0.04 0.01 0.07 -0.035
C -2.24468 2.54968 1.94779 -0.18 -0.02 0.05 0.002
S -1.04162 1.33189 2.17203 0.34 0.03 -0.40 0.598
C -3.32554 5.75899 3.51600 -0.01 -0.04 0.02 0.001
N -3.30492 6.70314 4.17313 -0.01 -0.17 -0.08 0.002
H -4.85833 3.32618 -0.07938 0.02 0.01 0.03 -0.001
H -1.65217 3.69786 3.66498 0.00 0.02 -0.04 -0.007
O -0.72601 -1.28082 -0.38439 0.03 0.45 -0.02 0.157
P -0.84071 -2.75641 -0.57135 -0.07 -0.43 -0.13 -0.036
N -2.43773 -3.13359 -0.59705 -0.19 0.12 0.07 0.011
C -2.88844 -4.52971 -0.57378 -0.04 0.12 -0.01 0.001
C -4.13429 -4.48679 0.30540 -0.06 0.11 -0.07 0.000
C -4.73285 -3.11984 -0.04555 0.09 -0.09 0.03 0.001
C -3.50620 -2.21183 -0.15802 0.03 -0.18 0.01 -0.001
N -0.10008 -3.57204 0.64847 0.02 -0.05 0.21 0.006
C -0.56424 -3.23573 2.01126 0.08 -0.08 -0.02 -0.022
C 0.47758 -3.90099 2.89565 0.01 -0.11 -0.04 0.000
C 0.73938 -5.20708 2.13839 0.00 0.12 0.01 0.000
C 0.76063 -4.76751 0.67004 -0.09 0.08 0.15 0.001
N -0.26364 -3.39923 -1.96780 -0.05 -0.11 -0.12 0.007
C -0.99555 -3.06439 -3.21079 0.08 -0.03 0.03 -0.002
C -0.01257 -3.36870 -4.35129 0.17 -0.05 0.10 0.000
C 1.36222 -3.53018 -3.68186 -0.05 -0.04 -0.11 0.000
C 1.03769 -4.00630 -2.26907 0.04 0.17 -0.07 0.000
H -2.11024 -5.19178 -0.18755 0.00 0.02 0.02 0.000
H -3.14944 -4.86645 -1.58347 0.05 -0.04 -0.01 0.000
H -3.85292 -4.50754 1.36123 0.01 -0.04 -0.02 0.000
H -4.81004 -5.31801 0.10674 0.00 0.00 0.05 0.000
H -5.43633 -2.75737 0.70226 -0.03 0.00 -0.04 0.000
H -5.24961 -3.18102 -1.00637 0.00 0.02 0.03 0.000
H -3.26286 -1.75470 0.80499 0.03 0.02 -0.03 -0.003
H -3.64403 -1.40815 -0.87606 -0.02 0.04 -0.02 -0.002
H -1.55329 -3.67404 2.20305 0.00 0.05 -0.04 -0.002
H -0.63856 -2.15661 2.14594 0.02 -0.01 -0.01 0.004
H 0.11900 -4.05818 3.91303 0.04 0.01 -0.03 0.000
H 1.38347 -3.28975 2.93045 -0.06 -0.01 0.00 0.000
H -0.08285 -5.90436 2.31592 0.02 -0.01 -0.01 0.000
H 1.67214 -5.69355 2.42147 -0.04 -0.02 0.02 0.000
H 0.39967 -5.55142 0.00232 -0.02 0.03 -0.03 0.000
H 1.78018 -4.50780 0.37842 0.02 0.00 -0.02 0.000
H -1.29792 -2.01530 -3.20043 0.05 0.03 0.01 0.000
H -1.90103 -3.66556 -3.30298 -0.04 0.00 0.04 0.000
H -0.00938 -2.57432 -5.09514 -0.02 -0.02 -0.04 0.000
H -0.29299 -4.29643 -4.85064 -0.03 0.01 -0.01 0.000
H 1.89288 -2.57848 -3.65198 0.00 -0.16 -0.04 0.000
H 1.99209 -4.24934 -4.20433 0.02 0.02 -0.02 0.000
H 1.79687 -3.69597 -1.55440 -0.07 -0.01 -0.03 0.001
H 0.96713 -5.09763 -2.24781 -0.02 -0.03 0.04 0.000

---

| no. | E_tot (Ha) |
| --- | --- |
| 1 | -2903.87933 |
| 2 | -3842.39991 |